Molecular formula: C60H151N9O20
Method: DFT, ωB97M-V with the def2-TZVPD basis set

The LUMO energy is 0.018 Ha. The calculation puts the HOMO energy at -8.084 eV. As for the strongest force on any atom: 3.03 eV/A. As for the energy above the lowest of the compared OMol25 structures with the same formula, charge and spin: 27.7 kJ/mol. The value obtained for the energy is -4373.70850 Eh. Its SMILES is COCCNCCOC.COCCNCCOC.COCCNCCOC.COCCNCCOC.COCCNCCOC.COCCNCCOC.COCCNCCOC.COCCNCCOC.COCCNCCOC.CC(C)O.CC(C)O.

Last columns: bonded neighbours and bond lengths (Å).
Positions of all 240 atoms, in Å:
1 C 2.574 3.207 3.598  C2 1.528, H5 1.090, H6 1.090, H7 1.090
2 C 3.474 3.522 2.404  C1 1.528, C3 1.524, O4 1.411, H8 1.090
3 C 3.839 4.998 2.503  C2 1.524, H9 1.090, H10 1.090, H11 1.090
4 O 4.682 2.801 2.518  C2 1.411, H12 0.960
5 H 3.054 3.432 4.550  C1 1.090
6 H 2.287 2.156 3.577  C1 1.090
7 H 1.676 3.824 3.601  C1 1.090
8 H 3.023 3.362 1.424  C2 1.090
9 H 4.524 5.176 1.675  C3 1.090
10 H 4.239 5.317 3.466  C3 1.090
11 H 2.922 5.573 2.371  C3 1.090
12 H 4.445 1.872 2.554  O4 0.960
13 C -3.778 -5.095 -3.170  C14 1.573, H17 1.090, H18 1.090, H19 1.090
14 C -3.924 -4.336 -4.540  C13 1.573, C15 1.517, O16 1.415, H20 1.090
15 C -2.628 -3.831 -5.147  C14 1.517, H21 1.090, H22 1.090, H23 1.090
16 O -4.493 -5.292 -5.414  C14 1.415, H24 0.960
17 H -4.724 -5.536 -2.855  C13 1.090
18 H -3.425 -4.410 -2.400  C13 1.090
19 H -3.091 -5.941 -3.192  C13 1.090
20 H -4.686 -3.563 -4.441  C14 1.090
21 H -2.192 -3.072 -4.498  C15 1.090
22 H -2.798 -3.283 -6.074  C15 1.090
23 H -1.950 -4.596 -5.525  C15 1.090
24 H -4.821 -4.915 -6.234  O16 0.960
25 C 4.647 -5.712 -4.122  O26 1.433, H34 1.090, H35 1.090, H36 1.090
26 O 3.372 -5.178 -4.498  C25 1.433, C27 1.418
27 C 2.392 -5.275 -3.479  O26 1.418, C28 1.494, H37 1.090, H38 1.090
28 C 1.237 -4.399 -3.838  C27 1.494, N29 1.458, H39 1.090, H40 1.090
29 N 1.679 -3.010 -3.896  C28 1.458, C30 1.461, H41 1.010
30 C 0.655 -2.107 -4.418  N29 1.461, C31 1.538, H42 1.090, H43 1.090
31 C 1.260 -0.729 -4.737  C30 1.538, O32 1.405, H44 1.090, H45 1.090
32 O 1.940 -0.917 -5.952  C31 1.405, C33 1.423
33 C 2.603 0.259 -6.402  O32 1.423, H46 1.090, H47 1.090, H48 1.090
34 H 4.660 -6.706 -3.675  C25 1.090
35 H 5.199 -5.011 -3.496  C25 1.090
36 H 5.250 -6.009 -4.981  C25 1.090
37 H 2.841 -4.971 -2.533  C27 1.090
38 H 2.035 -6.287 -3.285  C27 1.090
39 H 0.393 -4.469 -3.153  C28 1.090
40 H 0.820 -4.745 -4.784  C28 1.090
41 H 2.496 -2.912 -4.481  N29 1.010
42 H -0.098 -1.964 -3.643  C30 1.090
43 H 0.165 -2.457 -5.327  C30 1.090
44 H 1.848 -0.422 -3.872  C31 1.090
45 H 0.488 0.023 -4.900  C31 1.090
46 H 3.358 0.453 -5.640  C33 1.090
47 H 1.898 1.089 -6.464  C33 1.090
48 H 3.009 0.051 -7.392  C33 1.090
49 C 0.882 -0.743 4.197  O50 1.434, H58 1.090, H59 1.090, H60 1.090
50 O 0.332 0.470 4.729  C49 1.434, C51 1.406
51 C -0.828 0.416 5.523  O50 1.406, C52 1.520, H61 1.090, H62 1.090
52 C -1.120 1.794 6.093  C51 1.520, N53 1.480, H63 1.090, H64 1.090
53 N -1.358 2.822 5.055  C52 1.480, C54 1.473, H65 1.010
54 C -1.237 4.172 5.634  N53 1.473, C55 1.525, H66 1.090, H67 1.090
55 C -1.242 5.223 4.529  C54 1.525, O56 1.365, H68 1.090, H69 1.090
56 O -0.141 5.124 3.728  C55 1.365, C57 1.365
57 C -0.065 5.824 2.559  O56 1.365, H70 1.090, H71 1.090, H72 1.090
58 H 1.187 -1.484 4.936  C49 1.090
59 H 1.782 -0.591 3.603  C49 1.090
60 H 0.119 -1.226 3.587  C49 1.090
61 H -0.670 -0.309 6.321  C51 1.090
62 H -1.617 0.059 4.861  C51 1.090
63 H -0.236 2.056 6.675  C52 1.090
64 H -2.015 1.679 6.705  C52 1.090
65 H -0.655 2.698 4.340  N53 1.010
66 H -0.247 4.243 6.084  C54 1.090
67 H -2.035 4.519 6.290  C54 1.090
68 H -1.273 6.208 4.994  C55 1.090
69 H -2.159 5.014 3.978  C55 1.090
70 H -0.002 6.909 2.644  C57 1.090
71 H -0.925 5.662 1.909  C57 1.090
72 H 0.757 5.370 2.004  C57 1.090
73 C -0.124 3.104 -4.689  O74 1.411, H82 1.090, H83 1.090, H84 1.090
74 O -1.456 3.347 -4.295  C73 1.411, C75 1.454
75 C -1.666 3.216 -2.862  O74 1.454, C76 1.538, H85 1.090, H86 1.090
76 C -3.162 3.285 -2.510  C75 1.538, N77 1.461, H87 1.090, H88 1.090
77 N -3.625 4.671 -2.530  C76 1.461, C78 1.441, H89 1.010
78 C -4.058 5.084 -3.841  N77 1.441, C79 1.549, H90 1.090, H91 1.090
79 C -4.657 6.512 -3.828  C78 1.549, O80 1.444, H92 1.090, H93 1.090
80 O -5.783 6.702 -2.944  C79 1.444, C81 1.417
81 C -6.303 8.020 -2.968  O80 1.417, H94 1.090, H95 1.090, H96 1.090
82 H 0.174 2.056 -4.657  C73 1.090
83 H 0.553 3.673 -4.052  C73 1.090
84 H 0.034 3.568 -5.663  C73 1.090
85 H -1.092 3.982 -2.342  C75 1.090
86 H -1.239 2.292 -2.471  C75 1.090
87 H -3.281 2.991 -1.467  C76 1.090
88 H -3.693 2.582 -3.152  C76 1.090
89 H -4.385 4.817 -1.881  N77 1.010
90 H -4.883 4.441 -4.145  C78 1.090
91 H -3.237 5.035 -4.556  C78 1.090
92 H -4.975 6.669 -4.859  C79 1.090
93 H -3.801 7.118 -3.531  C79 1.090
94 H -7.050 8.099 -2.178  C81 1.090
95 H -6.784 8.185 -3.932  C81 1.090
96 H -5.557 8.777 -2.731  C81 1.090
97 C 5.626 -5.956 -0.490  O98 1.450, H106 1.090, H107 1.090, H108 1.090
98 O 4.290 -6.504 -0.627  C97 1.450, C99 1.454
99 C 3.999 -7.724 0.109  O98 1.454, C100 1.473, H109 1.090, H110 1.090
100 C 2.559 -8.026 0.048  C99 1.473, N101 1.431, H111 1.090, H112 1.090
101 N 1.655 -7.327 0.908  C100 1.431, C102 1.456, H113 1.010
102 C 0.257 -7.710 0.766  N101 1.456, C103 1.535, H114 1.090, H115 1.090
103 C -0.656 -6.724 1.509  C102 1.535, O104 1.471, H116 1.090, H117 1.090
104 O -0.496 -5.333 1.060  C103 1.471, C105 1.407
105 C -1.160 -4.432 1.913  O104 1.407, H118 1.090, H119 1.090, H120 1.090
106 H 6.372 -6.701 -0.765  C97 1.090
107 H 5.909 -5.730 0.538  C97 1.090
108 H 5.783 -5.108 -1.156  C97 1.090
109 H 4.347 -7.631 1.138  C99 1.090
110 H 4.515 -8.598 -0.290  C99 1.090
111 H 2.268 -9.069 0.175  C100 1.090
112 H 2.254 -7.749 -0.962  C100 1.090
113 H 1.650 -6.326 0.779  N101 1.010
114 H 0.134 -8.683 1.242  C102 1.090
115 H -0.050 -7.735 -0.280  C102 1.090
116 H -0.339 -6.797 2.549  C103 1.090
117 H -1.705 -7.005 1.411  C103 1.090
118 H -2.216 -4.703 1.914  C105 1.090
119 H -1.005 -3.449 1.469  C105 1.090
120 H -0.866 -4.530 2.958  C105 1.090
121 C -2.944 -2.353 4.180  O122 1.444, H130 1.090, H131 1.090, H132 1.090
122 O -3.422 -1.278 3.343  C121 1.444, C123 1.380
123 C -3.189 -1.344 1.984  O122 1.380, C124 1.525, H133 1.090, H134 1.090
124 C -3.337 0.006 1.292  C123 1.525, N125 1.478, H135 1.090, H136 1.090
125 N -4.722 0.333 0.895  C124 1.478, C126 1.482, H137 1.010
126 C -5.705 0.309 2.003  N125 1.482, C127 1.532, H138 1.090, H139 1.090
127 C -5.564 1.506 2.949  C126 1.532, O128 1.432, H140 1.090, H141 1.090
128 O -5.806 2.736 2.259  C127 1.432, C129 1.413
129 C -5.794 3.932 3.012  O128 1.413, H142 1.090, H143 1.090, H144 1.090
130 H -3.414 -3.333 4.092  C121 1.090
131 H -3.125 -2.145 5.235  C121 1.090
132 H -1.855 -2.376 4.204  C121 1.090
133 H -3.882 -2.062 1.545  C123 1.090
134 H -2.172 -1.681 1.783  C123 1.090
135 H -2.847 0.104 0.323  C124 1.090
136 H -3.004 0.843 1.904  C124 1.090
137 H -4.681 1.319 0.678  N125 1.010
138 H -5.743 -0.618 2.576  C126 1.090
139 H -6.695 0.172 1.568  C126 1.090
140 H -4.553 1.600 3.348  C127 1.090
141 H -6.188 1.429 3.839  C127 1.090
142 H -4.870 4.029 3.581  C129 1.090
143 H -6.635 4.036 3.698  C129 1.090
144 H -5.797 4.836 2.402  C129 1.090
145 C -2.753 0.064 -4.402  O146 1.394, H154 1.090, H155 1.090, H156 1.090
146 O -3.779 -0.819 -4.068  C145 1.394, C147 1.437
147 C -4.872 -0.230 -3.344  O146 1.437, C148 1.488, H157 1.090, H158 1.090
148 C -5.540 -1.308 -2.566  C147 1.488, N149 1.473, H159 1.090, H160 1.090
149 N -6.311 -0.740 -1.448  C148 1.473, C150 1.507, H161 1.010
150 C -7.429 -1.682 -1.082  N149 1.507, C151 1.555, H162 1.090, H163 1.090
151 C -7.001 -3.114 -0.655  C150 1.555, O152 1.437, H164 1.090, H165 1.090
152 O -6.556 -3.945 -1.740  C151 1.437, C153 1.416
153 C -7.610 -4.488 -2.514  O152 1.416, H166 1.090, H167 1.090, H168 1.090
154 H -3.135 1.014 -4.778  C145 1.090
155 H -2.005 -0.324 -5.094  C145 1.090
156 H -2.312 0.307 -3.436  C145 1.090
157 H -5.532 0.253 -4.065  C147 1.090
158 H -4.535 0.527 -2.637  C147 1.090
159 H -4.807 -1.978 -2.117  C148 1.090
160 H -6.244 -1.820 -3.223  C148 1.090
161 H -5.715 -0.464 -0.681  N149 1.010
162 H -8.203 -1.713 -1.850  C150 1.090
163 H -8.042 -1.322 -0.256  C150 1.090
164 H -7.735 -3.649 -0.052  C151 1.090
165 H -6.057 -3.044 -0.115  C151 1.090
166 H -8.314 -4.951 -1.823  C153 1.090
167 H -7.203 -5.231 -3.199  C153 1.090
168 H -8.033 -3.859 -3.298  C153 1.090
169 C 3.402 -3.737 0.954  O170 1.458, H178 1.090, H179 1.090, H180 1.090
170 O 3.685 -2.334 1.235  C169 1.458, C171 1.420
171 C 5.067 -2.070 1.428  O170 1.420, C172 1.593, H181 1.090, H182 1.090
172 C 5.241 -0.488 1.458  C171 1.593, N173 1.425, H183 1.090, H184 1.090
173 N 4.697 -0.054 2.702  C172 1.425, C174 1.443, H185 1.010
174 C 5.600 -0.084 3.828  N173 1.443, C175 1.568, H186 1.090, H187 1.090
175 C 4.953 0.526 5.119  C174 1.568, O176 1.441, H188 1.090, H189 1.090
176 O 3.930 -0.367 5.599  C175 1.441, C177 1.441
177 C 3.248 0.003 6.813  O176 1.441, H190 1.090, H191 1.090, H192 1.090
178 H 3.938 -4.445 1.587  C169 1.090
179 H 3.444 -4.109 -0.070  C169 1.090
180 H 2.342 -3.798 1.199  C169 1.090
181 H 5.707 -2.413 0.615  C171 1.090
182 H 5.450 -2.547 2.330  C171 1.090
183 H 4.708 -0.064 0.607  C172 1.090
184 H 6.286 -0.179 1.461  C172 1.090
185 H 3.884 -0.620 2.898  N173 1.010
186 H 6.430 0.517 3.457  C174 1.090
187 H 6.064 -1.052 4.020  C174 1.090
188 H 4.541 1.503 4.867  C175 1.090
189 H 5.801 0.642 5.793  C175 1.090
190 H 3.910 0.367 7.599  C177 1.090
191 H 2.634 -0.834 7.146  C177 1.090
192 H 2.653 0.865 6.511  C177 1.090
193 C 6.810 7.586 1.305  O194 1.410, H202 1.090, H203 1.090, H204 1.090
194 O 7.031 6.333 0.697  C193 1.410, C195 1.485
195 C 7.455 5.217 1.579  O194 1.485, C196 1.534, H205 1.090, H206 1.090
196 C 7.902 4.018 0.732  C195 1.534, N197 1.439, H207 1.090, H208 1.090
197 N 6.821 3.145 0.356  C196 1.439, C198 1.491, H209 1.010
198 C 6.030 3.679 -0.789  N197 1.491, C199 1.570, H210 1.090, H211 1.090
199 C 4.888 2.683 -1.196  C198 1.570, O200 1.487, H212 1.090, H213 1.090
200 O 4.177 3.209 -2.392  C199 1.487, C201 1.415
201 C 3.251 2.249 -2.862  O200 1.415, H214 1.090, H215 1.090, H216 1.090
202 H 6.808 8.352 0.530  C193 1.090
203 H 7.612 7.903 1.971  C193 1.090
204 H 5.950 7.494 1.969  C193 1.090
205 H 6.631 5.016 2.264  C195 1.090
206 H 8.297 5.589 2.163  C195 1.090
207 H 8.542 3.377 1.338  C196 1.090
208 H 8.513 4.297 -0.126  C196 1.090
209 H 6.140 3.123 1.102  N197 1.010
210 H 6.752 3.754 -1.602  C198 1.090
211 H 5.788 4.726 -0.608  C198 1.090
212 H 4.161 2.583 -0.390  C199 1.090
213 H 5.432 1.769 -1.435  C199 1.090
214 H 2.587 2.729 -3.581  C201 1.090
215 H 2.558 2.013 -2.055  C201 1.090
216 H 3.705 1.336 -3.248  C201 1.090
217 C -1.576 -2.167 -1.528  O218 1.442, H226 1.090, H227 1.090, H228 1.090
218 O -0.603 -1.110 -1.408  C217 1.442, C219 1.449
219 C 0.528 -1.547 -0.613  O218 1.449, C220 1.546, H229 1.090, H230 1.090
220 C 1.491 -0.351 -0.436  C219 1.546, N221 1.436, H231 1.090, H232 1.090
221 N 0.784 0.874 -0.191  C220 1.436, C222 1.464, H233 1.010
222 C 0.606 1.005 1.256  N221 1.464, C223 1.567, H234 1.090, H235 1.090
223 C -0.170 2.339 1.534  C222 1.567, O224 1.455, H236 1.090, H237 1.090
224 O -1.435 2.241 0.821  C223 1.455, C225 1.393
225 C -2.269 3.331 1.066  O224 1.393, H238 1.090, H239 1.090, H240 1.090
226 H -1.163 -3.027 -2.056  C217 1.090
227 H -2.514 -1.850 -1.985  C217 1.090
228 H -1.891 -2.521 -0.546  C217 1.090
229 H 1.004 -2.464 -0.959  C219 1.090
230 H 0.192 -1.781 0.397  C219 1.090
231 H 2.026 -0.266 -1.382  C220 1.090
232 H 2.303 -0.619 0.240  C220 1.090
233 H -0.184 0.857 -0.478  N221 1.010
234 H 1.602 1.171 1.666  C222 1.090
235 H 0.124 0.168 1.761  C222 1.090
236 H 0.504 3.130 1.206  C223 1.090
237 H -0.247 2.218 2.614  C223 1.090
238 H -3.307 3.102 0.824  C225 1.090
239 H -2.015 4.146 0.388  C225 1.090
240 H -2.266 3.683 2.097  C225 1.090

These are the Löwdin partial charges, in e, on atoms 1 to 4: -0.042 -0.472 -0.042 -0.073